This record from the Open Molecules 2025 dataset describes C18H14BrCl3N2O4Pd as an isolated structure. The level of theory is ωB97M-V with the def2-TZVPD basis set.

## Properties
calculated total energy: -141150.9813 eV
LUMO level: -1.07 eV
HOMO energy: -8.14 eV
Kohn-Sham gap: 7.071 eV
maximum force: 0.0144 hartree/bohr

The geometry in XYZ format:
```
43
Properties=species:S:1:pos:R:3:forces:R:3
H -0.108651 3.571052 4.153797 -0.01 0.00 -0.02
N -0.915283 0.303493 -0.979884 0.03 -0.18 0.06
H -0.556209 1.810329 -2.246320 -0.17 -0.05 0.00
C 0.299432 3.299288 3.189057 0.13 -0.02 0.01
O -3.175245 0.107149 2.319440 0.47 0.38 0.23
C 1.273926 2.573489 0.707002 0.00 0.00 0.12
O -2.318160 2.125328 0.066155 0.06 0.18 0.19
H -0.982778 -4.089995 -1.872661 0.01 -0.01 0.00
C 2.157753 -4.007193 -4.512317 0.00 0.02 0.02
N -0.479809 1.568003 -1.268331 0.18 -0.03 -0.04
Br -2.704324 -2.273455 -0.523970 0.22 0.17 0.15
C -0.487723 -3.133869 -1.997252 0.21 -0.09 -0.14
C 3.084386 -2.398971 -2.985835 0.00 -0.01 -0.01
H 3.918055 -1.799427 -2.644995 0.00 0.00 0.00
Cl -1.248125 0.667689 5.593617 0.01 -0.01 0.05
C 0.804841 -3.142459 -2.709560 -0.12 -0.03 0.02
C -0.101557 2.721300 0.873104 0.09 -0.05 -0.04
H 3.219928 2.651214 1.602396 0.00 0.00 0.00
H 0.018138 -0.510300 -2.598734 -0.01 -0.04 -0.01
H 1.652433 2.283680 -0.265175 -0.01 0.01 0.01
C 2.156295 2.778012 1.753685 0.01 0.00 -0.01
C -2.642359 0.118586 4.671369 -0.17 -0.07 -0.07
C -1.083987 -2.049016 -1.507925 -0.07 0.20 0.01
Pd -2.053249 0.227871 0.650831 -0.17 -0.51 -0.51
H 1.797159 -1.764841 -1.393289 0.01 0.00 -0.01
H 0.134529 -4.604979 -4.129628 0.01 0.00 -0.01
H 4.157620 -3.238751 -4.642010 0.00 0.00 0.00
Cl -3.172353 -1.478966 5.262552 0.00 0.02 0.02
O -1.093924 -0.416183 2.916656 0.20 -0.25 -0.11
C -0.588053 3.095281 2.136856 0.02 0.01 -0.10
C 1.884552 -2.365847 -2.290447 0.01 0.02 0.03
C 0.962109 -3.980723 -3.814731 0.00 0.00 0.00
H 2.334147 3.297672 3.830482 0.00 0.00 0.00
C -0.618747 -0.682841 -1.734856 0.02 -0.03 0.00
H -1.123326 3.472274 -0.883190 -0.02 0.07 0.10
C -2.236841 -0.094539 3.184096 -0.58 0.45 0.07
C -1.036266 2.536158 -0.314924 -0.33 0.06 0.13
C 3.220706 -3.211587 -4.101709 -0.03 -0.01 0.01
O -1.897514 3.284978 2.407712 -0.16 -0.03 -0.12
C 1.658343 3.141466 2.999214 -0.01 0.00 0.00
H 2.263999 -4.652864 -5.373907 0.00 0.00 0.00
Cl -3.964968 1.280235 4.845671 0.13 -0.12 -0.04
H -2.408899 2.982252 1.627965 0.04 -0.03 0.03
```
Forces are in eV/Å.

=====

This record from the Open Molecules 2025 dataset describes C28H20Br4ClEuF5N3O2 as an isolated structure in a non-equilibrium geometry. The level of theory is ωB97M-V with the def2-TZVPD basis set.

## Properties
calculated total energy: -363533.9974 eV
LUMO level (alpha / beta): 1.87 / 2.09 eV
spin multiplicity: 8
net charge: -1
HOMO energy (alpha / beta): -3.47 / -5.64 eV
Kohn-Sham gap (alpha / beta): 5.342 / 7.730 eV
maximum force: 0.0440 hartree/bohr

The geometry in XYZ format:
```
64
Properties=species:S:1:pos:R:3:forces:R:3
N -2.093500 1.166122 1.697653 0.15 0.02 0.03
H -5.178902 -0.169984 2.180526 0.04 0.00 -0.04
C -1.152472 -3.421764 -2.711515 0.08 0.03 0.03
C 0.631638 -0.218409 -2.175901 0.15 -0.03 -0.02
C 3.565516 -1.189598 -0.116635 -0.02 0.09 0.10
C 0.213313 -2.592897 1.584987 -0.15 -0.24 0.24
Br -2.197456 -4.192789 -5.253404 0.00 -0.01 0.00
C 3.171169 -1.299791 -2.481416 -0.01 0.00 -0.03
C 1.159960 -0.426255 -3.470504 -0.06 -0.02 0.02
H -3.157984 2.984358 4.306922 -0.03 -0.01 -0.03
C -3.117991 -2.223537 -3.409010 -0.09 0.04 0.09
F -0.744257 1.041646 5.289489 -0.03 0.03 0.03
F -0.476774 -1.026714 5.850600 0.02 -0.07 0.00
O 0.725374 2.165675 0.716090 0.23 0.36 0.55
O 1.143403 3.799911 2.204565 0.15 0.00 0.02
C -1.106471 -2.671584 -1.549063 -0.15 -0.14 -0.04
C 2.651500 -0.979754 -1.190297 0.03 -0.04 -0.04
C -2.132705 2.083446 2.668137 -0.03 0.10 0.08
H -0.307067 -2.834035 -0.842587 0.04 0.03 -0.01
C -3.137873 -0.568110 0.470408 -0.01 -0.03 -0.03
H -0.380279 0.166550 -2.127125 -0.03 0.00 0.01
C 1.318419 -0.485904 -1.007530 0.40 0.09 -0.15
C 0.176443 3.955634 -1.776738 -0.46 -0.19 0.25
H 4.797707 -2.148026 -3.619780 -0.02 0.01 0.01
C 4.799587 -1.747018 -0.254516 0.06 -0.03 -0.05
C 4.452373 -1.892782 -2.623647 0.01 -0.01 0.01
H 0.167176 4.728441 -1.020617 0.15 0.08 -0.03
H 3.366295 3.447704 0.420455 0.01 -0.10 -0.18
Br 3.106065 -0.586634 1.650699 -0.03 -0.15 -0.32
Br -1.317487 2.765629 -1.477527 0.13 0.18 -0.26
H -4.078066 -1.044989 0.194420 0.11 -0.16 -0.01
C -4.328243 1.409271 3.351863 0.11 0.08 -0.02
H 6.214790 -2.596743 -1.646456 -0.01 0.02 -0.03
H -0.391563 -4.165691 -2.909558 -0.02 0.01 0.02
H 2.333296 4.873533 0.062031 0.01 0.05 -0.08
F 1.218428 0.333386 5.847320 0.02 0.01 -0.01
C -3.190914 0.380305 1.511751 -0.05 -0.22 -0.42
H -0.498493 -4.319257 2.656898 0.00 0.01 0.01
N -0.169621 -3.534457 2.138635 0.15 -0.07 -0.17
H 0.566772 -0.156209 -4.339049 0.02 -0.07 0.02
C -3.204246 2.245391 3.519379 -0.15 -0.01 -0.01
C 1.319354 3.211517 1.158722 -0.06 0.07 -0.34
H -5.175914 1.491058 4.022158 0.01 0.02 -0.01
F 0.761511 0.844461 3.135634 0.07 0.47 1.11
H -1.249280 2.706806 2.769900 0.04 -0.05 0.01
C 2.390563 -0.995138 -3.623392 0.00 0.01 0.03
Cl 2.106738 6.173190 -2.133593 0.06 0.47 -0.03
N -1.986365 -0.897399 -0.135685 0.50 0.01 0.35
C -2.156792 -3.190660 -3.637023 0.00 0.02 0.00
C -4.334601 0.489414 2.339229 0.07 0.32 0.17
C 5.241346 -2.134633 -1.539054 -0.01 0.02 0.06
H 2.791153 -1.213320 -4.607703 0.01 0.02 0.03
H 0.156545 4.384129 -2.767317 0.09 -0.02 -0.07
H 5.439696 -1.875808 0.608165 -0.01 0.00 -0.02
C 2.362683 3.791085 0.178906 -0.32 0.03 0.35
Eu 0.144800 0.078583 1.103443 -1.47 -0.43 -1.66
H -3.884742 -2.032301 -4.149129 0.02 0.00 0.02
Br 1.939198 3.126557 -1.608641 0.16 -0.34 -0.20
H -3.797932 -0.692577 -2.074398 -0.01 -0.04 0.00
C -3.080130 -1.488822 -2.231145 0.09 -0.08 -0.11
C 0.441162 -0.436241 3.781014 0.12 -0.58 0.10
C -2.073463 -1.697119 -1.276183 -0.15 0.26 -0.04
F -0.869669 -0.692206 3.175747 0.13 0.15 0.70
C 0.097277 -0.004642 5.190393 -0.08 0.04 0.04
```
Forces are in eV/Å.

=====

This record from the Open Molecules 2025 dataset describes one molecule with the formula C4H9NO. The level of theory is ωB97M-V with the def2-TZVPD basis set.

## Properties
calculated total energy: -7830.3950 eV
LUMO level: 1.14 eV
HOMO energy: -8.77 eV
Kohn-Sham gap: 9.906 eV
maximum force: 0.0068 hartree/bohr

The geometry in XYZ format:
```
15
Properties=species:S:1:pos:R:3:forces:R:3
H 1.259699 1.888441 1.410962 -0.09 -0.03 -0.04
H 0.611320 1.126029 -1.479395 -0.01 -0.08 0.11
C -0.424575 -0.820174 -1.189530 -0.08 -0.09 -0.09
N 0.456794 0.193115 0.466629 0.01 -0.01 0.05
H -1.649002 -0.254931 0.621590 0.12 0.02 -0.14
C 0.742097 0.159888 -0.974023 0.18 0.07 -0.25
H -0.336090 1.393765 1.982973 0.11 -0.06 -0.08
H -1.232140 -0.432224 -1.814412 0.12 -0.08 0.08
C 0.292343 1.487187 1.092369 0.00 0.11 0.15
H -0.173275 2.233970 0.422591 0.02 -0.18 0.08
H 0.180592 -2.346584 0.791017 -0.07 0.05 0.20
H -0.164605 -1.825150 -1.536825 -0.03 0.15 0.13
C -0.690226 -0.703331 0.329721 -0.26 0.21 -0.10
O -0.617765 -1.882339 1.077197 0.12 -0.16 -0.02
H 1.744833 -0.217659 -1.200866 -0.11 0.07 -0.06
```
Forces are in eV/Å.

=====

This record from the Open Molecules 2025 dataset describes one molecule with the formula C2H5N3S2 in a non-equilibrium geometry. The level of theory is ωB97M-V with the def2-TZVPD basis set.

## Properties
calculated total energy: -28293.5573 eV
LUMO level: 0.36 eV
HOMO energy: -9.09 eV
Kohn-Sham gap: 9.447 eV
maximum force: 0.0595 hartree/bohr

The geometry in XYZ format:
```
12
Properties=species:S:1:pos:R:3:forces:R:3
H 2.118865 1.229003 0.607061 0.12 -0.11 0.05
C 1.715319 0.277013 0.260419 1.57 0.92 -0.67
S -0.204078 2.062428 -0.383486 -0.13 -1.30 1.45
S -2.766810 0.142286 0.142416 2.38 0.99 -1.65
H 1.967230 -1.553888 -0.147242 0.63 0.36 -0.16
N 0.403387 0.438988 -0.125379 -1.49 -0.11 -0.54
H -0.874155 2.076180 0.829934 0.38 0.39 -0.99
N 2.499143 -0.706759 0.105560 -0.87 -0.69 0.77
H -3.334936 -0.791079 0.789976 -0.95 -1.80 0.87
H 0.293418 -1.500550 -0.916311 1.11 -0.96 -0.71
C -0.296266 -0.704018 -0.585353 -0.78 1.88 0.90
N -1.521117 -0.969608 -0.577593 -1.99 0.45 0.68
```
Forces are in eV/Å.